A structure of composition C37H68BCdGeN6O2S3Si3. Source: the OMol25 dataset; level of theory: wB97M-V/def2-TZVPD.

Summary:
Net charge: +2
Multiplicity: 2
E_LUMO (alpha / beta) in eV: -5.598 / -5.956

Cartesian coordinates (Å):
Cd1 1.4426 1.2706 0.0200
C1 -3.5785 1.1837 -1.6418
C2 -2.7189 0.0866 -1.0993
C3 -3.2438 -1.0464 -0.5471
C4 -2.3941 -2.0148 0.0333
N1 -1.0959 -1.9136 -0.0656
N2 -0.5688 -0.8507 -0.6941
B1 0.9190 -0.8959 -0.9188
N3 1.3102 -0.7502 -2.3930
N4 0.5702 -1.6279 -3.1068
C5 0.6931 -1.6746 -4.3994
C6 1.6098 -0.8178 -5.0621
C7 2.3635 0.0685 -4.3616
C8 3.3312 0.9865 -5.0323
C9 2.1854 0.1243 -2.9381
S1 3.0584 1.2713 -2.0285
C10 -0.1365 -2.7191 -5.1329
C11 0.6812 -4.0195 -5.1534
C12 -0.4247 -2.2821 -6.5722
C13 -1.4647 -2.9516 -4.4065
N5 1.6931 -1.9520 -0.1289
N6 1.3907 -3.1820 -0.5840
C14 1.9830 -4.2216 -0.0711
C15 2.9372 -4.0587 0.9628
C16 3.2634 -2.8228 1.4267
C17 4.2900 -2.6259 2.4953
C18 2.6033 -1.7033 0.8309
S2 3.0850 -0.1189 1.3327
C19 1.6691 -5.5924 -0.6497
C20 0.3813 -5.5695 -1.4752
C21 1.5153 -6.6151 0.4850
C22 2.8543 -5.9850 -1.5444
C23 -1.3097 0.2131 -1.0970
S3 -0.5177 1.6919 -1.5278
C24 -2.9520 -3.2437 0.7286
C25 -3.4800 -4.1858 -0.3640
C26 -4.0979 -2.8406 1.6658
C27 -1.8662 -3.9495 1.5410
H1 -4.5947 0.8302 -1.8033
H2 -3.1806 1.5701 -2.5790
H3 -3.6121 2.0187 -0.9382
H4 -4.3161 -1.1874 -0.5193
H5 1.7031 -0.8612 -6.1382
H6 3.2962 0.8564 -6.1116
H7 4.3468 0.7907 -4.6845
H8 3.1108 2.0253 -4.7858
H9 1.6195 -3.8877 -5.6963
H10 0.1129 -4.8060 -5.6514
H11 0.9145 -4.3503 -4.1410
H12 0.4747 -2.2573 -7.1881
H13 -0.9028 -1.3011 -6.6091
H14 -1.1038 -2.9996 -7.0329
H15 -1.3104 -3.1757 -3.3518
H16 -1.9835 -3.7937 -4.8658
H17 -2.1108 -2.0744 -4.4850
H18 3.4148 -4.9323 1.3864
H19 4.5609 -3.5793 2.9433
H20 3.9252 -1.9564 3.2736
H21 5.1891 -2.1687 2.0777
H22 -0.4956 -5.5800 -0.8265
H23 0.3411 -6.4615 -2.1010
H24 0.3189 -4.6893 -2.1115
H25 0.8156 -6.2642 1.2466
H26 2.4646 -6.8541 0.9658
H27 1.1217 -7.5461 0.0765
H28 2.9385 -5.3102 -2.3985
H29 2.7108 -6.9979 -1.9216
H30 3.7984 -5.9630 -0.9962
H31 -4.2792 -3.7208 -0.9443
H32 -3.8832 -5.0905 0.0923
H33 -2.6815 -4.4726 -1.0499
H34 -4.9806 -2.5019 1.1225
H35 -3.7899 -2.0501 2.3539
H36 -4.3994 -3.7020 2.2618
H37 -1.0017 -4.1938 0.9265
H38 -2.2736 -4.8721 1.9554
H39 -1.5264 -3.3271 2.3717
O1 0.4644 0.8805 3.0636
H40 1.3703 0.5472 3.1431
H41 -0.0954 0.1856 3.4311
O2 -1.9988 1.6980 1.5762
C28 -1.2139 2.4762 1.7724
C29 -0.6819 5.6122 -0.7756
Si1 -1.5427 5.6418 0.8826
C30 -1.5054 7.3576 1.6252
C31 -3.2842 4.9509 0.7654
Ge1 -0.3016 4.2236 2.4188
Si2 2.0940 4.3557 2.1587
C32 2.6574 4.0567 0.3901
C33 2.2593 6.1603 2.6196
C34 3.0044 3.2438 3.3472
Si3 -1.2715 4.1085 4.6753
C35 -2.4515 2.6586 4.7540
C36 0.1041 3.9673 5.9311
C37 -2.1915 5.7227 4.8405
H42 -1.2741 6.1844 -1.4947
H43 -0.5771 4.5997 -1.1696
H44 0.3063 6.0737 -0.7256
H45 -1.6162 8.0855 0.8178
H46 -0.5735 7.5879 2.1440
H47 -2.3257 7.5121 2.3266
H48 -3.9883 5.7650 0.5785
H49 -3.6143 4.4453 1.6750
H50 -3.3673 4.2521 -0.0695
H51 1.8555 3.9453 -0.3449
H52 3.3326 3.1971 0.3246
H53 3.2415 4.9179 0.0541
H54 1.8327 6.8120 1.8546
H55 3.3202 6.4088 2.7082
H56 1.7918 6.3992 3.5772
H57 2.9719 2.1986 3.0382
H58 2.6154 3.3124 4.3627
H59 4.0577 3.5364 3.3701
H60 -1.9985 1.7209 4.4324
H61 -3.3573 2.8367 4.1718
H62 -2.7585 2.5276 5.7952
H63 0.2688 2.9300 6.2247
H64 -0.1728 4.5330 6.8233
H65 1.0524 4.3711 5.5757
H66 -2.9862 5.8201 4.0989
H67 -1.5303 6.5865 4.7523
H68 -2.6556 5.7651 5.8294

Atoms 1-2, force components in eV/Å:
Cd 0.6280 -0.0619 -0.4543
C -0.0074 0.0075 -0.0052

A cluster of 25 separate species, C37H68Cl48NO in total at a distorted geometry. Source: the OMol25 dataset; level of theory: wB97M-V/def2-TZVPD.

Summary:
Net charge: -1
Multiplicity: 1
E_LUMO in eV: 1.236

Cartesian coordinates (Å):
C1 3.3245 5.2734 0.8386
N1 3.3234 3.8019 0.7181
C2 2.0278 3.2381 0.3075
C3 1.9857 1.7348 0.6106
C4 3.2063 1.0261 -0.0463
C5 3.6540 1.5590 -1.4157
O1 2.5745 1.7520 -2.3522
C6 0.7112 1.0749 -0.0016
C7 -0.5204 1.9439 -0.0015
C8 -1.4890 1.7152 0.9811
C9 -2.6607 2.4518 1.0142
C10 -2.8946 3.4690 0.1002
C11 -1.9458 3.7195 -0.8887
C12 -2.2456 4.8513 -1.8628
C13 -0.7924 2.9418 -0.9351
H1 3.6545 5.5167 1.8551
H2 4.0204 5.6782 0.0886
H3 2.3294 5.6826 0.6441
H4 3.5123 3.3826 1.6268
H5 1.2414 3.6746 0.9555
H6 1.7547 3.4932 -0.7235
H7 3.0678 -0.0622 -0.0362
H8 4.0458 1.2365 0.6293
H9 4.2652 2.4626 -1.3318
H10 4.3246 0.7921 -1.8623
H11 2.9239 2.2450 -3.1000
H12 0.8652 0.6525 -1.0115
H13 0.4718 0.2175 0.6451
H14 -1.3109 0.9125 1.6900
H15 -3.3974 2.2389 1.7843
H16 -3.8161 4.0392 0.1747
H17 -3.2212 5.2758 -1.6151
H18 -1.5018 5.6470 -1.7013
H19 -2.1774 4.5543 -2.9112
H20 -0.0642 3.1362 -1.7169
C14 7.2482 -0.6103 -0.1636
Cl1 6.4385 -0.3263 1.3785
Cl2 7.7977 0.9026 -0.8997
H21 8.1084 -1.2485 0.0043
H22 6.5525 -1.0916 -0.8370
C15 1.2962 6.9928 -1.9723
Cl3 1.4608 5.3518 -2.5770
Cl4 0.0489 7.1483 -0.7150
H23 2.2452 7.3026 -1.5596
H24 1.0181 7.6337 -2.8020
C16 -2.8982 1.7421 -4.8827
Cl5 -1.9115 1.8781 -3.4323
Cl6 -2.2008 2.6441 -6.2453
H25 -2.9633 0.6955 -5.1552
H26 -3.8876 2.1340 -4.6743
C17 7.0537 2.5968 3.3963
Cl7 5.5864 3.0911 2.5582
Cl8 8.2305 3.9219 3.5113
H27 6.7975 2.2776 4.4005
H28 7.5063 1.7792 2.8471
C18 1.2674 5.0650 3.9705
Cl9 0.4486 5.3449 2.4405
Cl10 2.8030 5.9617 4.0558
H29 0.6220 5.3916 4.7783
H30 1.4870 4.0056 4.0656
C19 -4.6817 -1.0640 -0.5000
Cl11 -6.1367 -0.5000 -1.3616
Cl12 -3.5119 0.2411 -0.2586
H31 -4.9823 -1.4492 0.4643
H32 -4.2173 -1.8512 -1.0857
C20 0.4475 -0.0133 -5.3323
Cl13 -0.6226 -1.4175 -5.5137
Cl14 2.0993 -0.3871 -5.8438
H33 0.0659 0.7940 -5.9468
H34 0.4620 0.2828 -4.2885
C21 -5.4763 -4.7171 1.4996
Cl15 -6.8917 -4.1087 0.6200
Cl16 -4.3048 -3.4293 1.7699
H35 -5.7950 -5.1128 2.4580
H36 -5.0087 -5.4978 0.9105
C22 -5.1562 0.8290 -8.6436
Cl17 -4.7472 0.4227 -6.9791
Cl18 -4.5459 -0.3773 -9.7846
H37 -6.2356 0.8785 -8.7344
H38 -4.7159 1.7906 -8.8836
C23 -5.3166 -3.3146 -5.0165
Cl19 -6.0721 -3.2503 -6.6174
Cl20 -3.8206 -2.3798 -4.9536
H39 -6.0112 -2.9054 -4.2904
H40 -5.0913 -4.3480 -4.7795
C24 8.2903 6.1284 0.0792
Cl21 8.3609 4.4021 -0.2922
Cl22 6.9396 6.5136 1.1472
H41 9.2147 6.4189 0.5657
H42 8.1673 6.6768 -0.8480
C25 8.8003 -3.9473 -2.0323
Cl23 9.2231 -4.0654 -0.3166
Cl24 7.1643 -3.3198 -2.2585
H43 9.5014 -3.2795 -2.5199
H44 8.8578 -4.9327 -2.4722
C26 3.0751 8.7016 6.3335
Cl25 3.6012 8.4300 8.0030
Cl26 1.3787 9.1842 6.2532
H45 3.6823 9.4896 5.9025
H46 3.2010 7.7815 5.7743
C27 10.8051 -6.0287 -4.9416
Cl27 11.2690 -6.1674 -3.2359
Cl28 9.1702 -5.3866 -5.1302
H47 11.5020 -5.3615 -5.4374
H48 10.8462 -7.0112 -5.3917
C28 -9.0134 -0.8553 -5.5568
Cl29 -7.9891 -0.6961 -4.1264
Cl30 -8.3711 0.0623 -6.9239
H49 -9.0589 -1.9021 -5.8360
H50 -10.0043 -0.4838 -5.3227
C29 14.2113 -7.4908 -5.3369
Cl31 12.9479 -8.4298 -6.1457
Cl32 15.0848 -6.4566 -6.4725
H51 13.7493 -6.8666 -4.5797
H52 14.9128 -8.1777 -4.8783
C30 -10.3270 -4.5008 -1.1120
Cl33 -9.0003 -3.4112 -1.5376
Cl34 -10.0562 -6.1366 -1.7351
H53 -10.4172 -4.5621 -0.0294
H54 -11.2435 -4.1109 -1.5406
C31 1.9459 10.1932 1.2492
Cl35 2.5265 9.4732 2.7538
Cl36 2.5088 9.2949 -0.1621
H55 0.8614 10.1814 1.2560
H56 2.3098 11.2122 1.1838
C32 -9.5624 -6.1537 2.2360
Cl37 -9.2855 -6.4773 3.9522
Cl38 -11.1439 -5.4117 1.9569
H57 -8.7936 -5.4777 1.8803
H58 -9.5183 -7.0912 1.6929
C33 6.7732 7.7002 10.3242
Cl39 7.3657 7.0009 11.8386
Cl40 7.3336 6.7949 8.9177
H59 5.6894 7.6868 10.3361
H60 7.1339 8.7193 10.2486
C34 -10.2594 -7.2015 7.6639
Cl41 -10.2011 -8.9114 8.0982
Cl42 -11.7115 -6.4146 8.2988
H61 -9.3868 -6.7040 8.0743
H62 -10.2647 -7.1169 6.5829
C35 6.1515 -8.3314 -5.5957
Cl43 7.3387 -8.2970 -4.2862
Cl44 6.7568 -7.5405 -7.0559
H63 5.9240 -9.3647 -5.8301
H64 5.2570 -7.8158 -5.2657
C36 -11.2182 -11.1579 5.0171
Cl45 -12.1615 -11.0631 6.5091
Cl46 -10.5483 -9.5901 4.5409
H65 -10.3996 -11.8521 5.1680
H66 -11.8655 -11.5101 4.2226
C37 -9.5704 -5.2585 10.9049
Cl47 -8.5592 -5.4698 12.3394
Cl48 -8.7498 -4.3049 9.6603
H67 -9.8075 -6.2349 10.4992
H68 -10.4798 -4.7438 11.1916

Atoms 1-2, force components in eV/Å:
C 0.5091 -0.9227 -0.3795
N -0.3127 0.3311 -0.1874

A cluster of 10 separate species, C37H68O30 in total at a distorted geometry. Source: the OMol25 dataset; level of theory: wB97M-V/def2-TZVPD.

Summary:
SMILES: C[C@H]1COC(=O)O1.C[C@H]1COC(=O)O1.C[C@H]1COC(=O)O1.CCOC(=O)OC.CCOC(=O)OC.CCOC(=O)OC.CCOC(=O)OC.COC(=O)OC.COC(=O)OC.COC(=O)OC
Multiplicity: 1
E_LUMO in eV: 0.163

Cartesian coordinates (Å):
C1 -3.3855 -3.9713 3.2678
C2 -2.8024 -3.7412 1.8362
C3 -1.2813 -3.5485 1.7084
O1 -0.8472 -4.8008 1.1295
C4 -1.9107 -5.5451 0.7423
O2 -1.6738 -6.4859 -0.0334
O3 -3.0050 -4.9982 1.1376
H1 -3.3865 -3.0896 3.9086
H2 -2.8050 -4.7657 3.7368
H3 -4.4373 -4.2572 3.2714
H4 -3.2448 -2.8903 1.3180
H5 -0.8528 -3.3535 2.6915
H6 -1.1113 -2.7736 0.9610
C5 -2.0342 -3.1508 7.3711
C6 -1.7273 -1.6507 6.9946
C7 -1.1828 -0.7293 8.0733
O4 -0.0847 -0.1026 7.6208
C8 0.3201 -0.7255 6.5256
O5 1.2871 -0.4041 5.8037
O6 -0.5998 -1.6888 6.1661
H7 -2.2628 -3.8170 6.5392
H8 -2.9030 -3.0584 8.0228
H9 -1.1757 -3.6762 7.7896
H10 -2.5817 -1.1268 6.5661
H11 -1.0249 -1.3952 8.9217
H12 -1.8813 0.0295 8.4258
C9 -3.0318 3.5385 -0.7490
C10 -2.5139 4.0891 0.5774
C11 -2.3155 5.5848 0.4775
O7 -3.0603 6.1405 1.5115
C12 -3.8024 5.2230 2.1553
O8 -4.6246 5.3981 3.0867
O9 -3.5287 4.0115 1.5336
H13 -2.2895 3.7022 -1.5302
H14 -3.9888 3.9259 -1.0983
H15 -3.1029 2.4508 -0.7529
H16 -1.6567 3.5378 0.9637
H17 -2.6282 6.0157 -0.4736
H18 -1.2725 5.7748 0.7310
C13 1.5003 2.2379 3.4523
O10 0.2155 2.0865 3.9839
C14 -0.5488 3.1392 4.3792
O11 -0.2131 4.3638 4.2102
O12 -1.7246 2.7532 5.0200
C15 -2.7011 3.6595 5.4125
H19 1.8981 1.2578 3.1891
H20 2.2047 2.5188 4.2353
H21 1.6183 2.9511 2.6365
H22 -3.6711 3.5871 4.9207
H23 -2.5066 4.7255 5.2943
H24 -2.9452 3.3685 6.4341
C16 4.3213 2.5906 0.0000
O13 3.7119 1.4765 -0.6148
C17 4.2468 0.8058 -1.5858
O14 5.2436 1.2039 -2.2309
O15 3.5089 -0.2947 -1.8929
C18 3.9546 -1.1770 -2.9039
H25 4.2556 2.3237 1.0548
H26 3.7805 3.5199 -0.1790
H27 5.3957 2.5677 -0.1819
H28 3.2370 -1.9556 -3.1625
H29 4.9352 -1.5892 -2.6658
H30 4.0859 -0.5813 -3.8072
C19 -1.3946 -0.2433 3.0368
O16 -1.2446 0.5079 1.9228
C20 -0.4954 0.1786 0.9072
O17 0.2177 -0.7986 0.8250
O18 -0.5415 1.2063 0.0110
C21 0.2717 1.0550 -1.1344
H31 -0.4696 -0.3858 3.5955
H32 -1.7372 -1.2299 2.7246
H33 -2.1036 0.1939 3.7399
H34 0.2608 0.0077 -1.4366
H35 1.2753 1.4249 -0.9246
H36 -0.1926 1.6326 -1.9337
C22 3.8198 -8.2568 -2.7076
C23 4.5440 -6.9376 -2.4910
O19 3.5610 -5.9301 -2.3045
C24 3.3714 -5.4524 -1.0732
O20 3.5899 -6.0534 0.0164
O21 2.7150 -4.2862 -1.2704
C25 2.4106 -3.4695 -0.2006
H37 3.2354 -8.1695 -3.6236
H38 3.1437 -8.5341 -1.8988
H39 4.4713 -9.0940 -2.9583
H40 5.0303 -6.6596 -3.4260
H41 5.1960 -6.9789 -1.6184
H42 3.3237 -3.3241 0.3768
H43 1.8321 -3.9967 0.5580
H44 1.9700 -2.4929 -0.4015
C26 -0.6419 -2.4168 -2.9251
C27 -1.5037 -3.0162 -4.0282
O22 -0.5280 -3.4880 -5.0632
C28 -0.9364 -4.0953 -6.1499
O23 -2.1066 -4.2268 -6.4935
O24 0.1767 -4.4705 -6.8262
C29 0.0988 -5.2202 -8.0080
H45 0.0300 -1.6754 -3.3575
H46 -0.0373 -3.1641 -2.4111
H47 -1.1882 -1.8514 -2.1701
H48 -2.2113 -2.3374 -4.5042
H49 -2.2029 -3.8209 -3.8007
H50 -0.5213 -4.7158 -8.7490
H51 -0.4386 -6.1444 -7.7959
H52 1.0072 -5.3940 -8.5850
C30 0.7767 4.1455 -1.0633
C31 0.8161 5.6546 -1.4079
O25 0.6992 6.5922 -0.4167
C32 1.5041 6.6841 0.5807
O26 2.3757 5.8573 0.9187
O27 1.2775 7.7952 1.1787
C33 2.1007 8.1439 2.3364
H53 1.8264 3.8559 -1.0129
H54 0.3890 3.6862 -1.9726
H55 0.2037 3.8167 -0.1964
H56 -0.1231 5.9854 -1.8514
H57 1.5666 5.8867 -2.1636
H58 1.9947 9.2014 2.5785
H59 3.1350 7.9622 2.0444
H60 1.8588 7.6415 3.2729
C34 -3.7287 1.8052 -4.2575
C35 -2.2894 2.1464 -4.0551
O28 -1.4028 1.4136 -4.9763
C36 -0.0934 1.3732 -4.9706
O29 0.5749 2.0456 -4.2103
O30 0.3565 0.4636 -5.8848
C37 1.7786 0.1876 -5.9925
H61 -4.2962 2.2206 -3.4248
H62 -3.9515 0.7452 -4.1352
H63 -4.1229 2.2304 -5.1805
H64 -2.1163 1.8839 -3.0115
H65 -1.9797 3.1911 -4.0300
H66 2.1760 -0.0516 -5.0061
H67 2.3397 1.0209 -6.4154
H68 1.9037 -0.6764 -6.6452

Atoms 1-2, force components in eV/Å:
C 0.3038 0.3200 -0.6301
C -0.1347 -0.5268 1.3089

multiplicity of number 1 (C37H68BCdGeN6O2S3Si3)? 2

Among the records above, which one has the highest multiplicity? C37H68BCdGeN6O2S3Si3

Which of these has the highest multiplicity? C37H68BCdGeN6O2S3Si3